{
  "formula": "C29H47BBrFO12",
  "method": "wB97M-V/def2-TZVPD",
  "e_lumo_ev": 0.1,
  "total_charge": 0,
  "mol_weight_da": 697.40,
  "gap_ev": 9.9,
  "e_homo_ev": -9.86,
  "elements": ["C", "C", "C", "Br", "B", "C", "C", "F", "H", "H", "H", "H", "H", "H", "H", "H", "H", "H", "H", "O", "C", "O", "C", "C", "C", "H", "H", "H", "H", "H", "H", "O", "C", "O", "C", "C", "C", "H", "H", "H", "H", "H", "H", "O", "C", "O", "C", "C", "C", "H", "H", "H", "H", "H", "H", "O", "C", "O", "C", "C", "C", "H", "H", "H", "H", "H", "H", "O", "C", "O", "C", "C", "C", "H", "H", "H", "H", "H", "H", "O", "C", "O", "C", "C", "C", "H", "H", "H", "H", "H", "H"],
  "xyz": [[-0.4521, 1.1048, 3.4990], [-0.3689, -0.1042, 4.4525], [1.0707, -0.2408, 4.8904], [1.2739, -1.1962, 6.5882], [1.9612, -0.8930, 3.7751], [1.5637, -2.1797, 2.9873], [0.9642, -1.7304, 1.6430], [0.6677, -3.0212, 3.6569], [-1.1850, 0.9016, 2.7323], [-0.7289, 1.9926, 4.0425], [0.5055, 1.3097, 3.0346], [-1.0014, 0.0961, 5.3011], [-0.6865, -1.0115, 3.9578], [1.4493, 0.7478, 5.0961], [2.9933, -0.3705, 3.4753], [2.4695, -2.7414, 2.7819], [0.6380, -0.6983, 1.7027], [1.6928, -1.8416, 0.8552], [0.1241, -2.3695, 1.4074], [-1.5020, 3.4346, 1.5559], [-0.7454, 3.2722, 0.6379], [0.5833, 3.5052, 0.7612], [1.2442, 3.2973, -0.5130], [0.3194, 2.3919, -1.3043], [-1.0568, 2.8188, -0.7734], [1.3795, 4.2707, -0.9920], [2.2179, 2.8494, -0.3437], [0.4400, 2.4955, -2.3753], [0.5069, 1.3482, -1.0459], [-1.4691, 3.6639, -1.3273], [-1.7721, 2.0019, -0.7608], [1.1432, -1.7975, -1.9440], [1.1131, -2.9969, -1.8964], [1.8557, -3.7006, -1.0155], [1.7027, -5.1173, -1.2525], [0.3745, -5.2541, -1.9805], [0.3102, -3.9432, -2.7650], [2.5518, -5.4568, -1.8496], [1.7140, -5.6358, -0.2976], [0.3104, -6.1468, -2.5963], [-0.4328, -5.2921, -1.2582], [0.8016, -4.0170, -3.7370], [-0.7034, -3.5745, -2.8953], [-2.4488, -6.6294, -1.6574], [-3.1029, -5.9536, -0.9161], [-2.5734, -5.3928, 0.1966], [-3.6030, -4.7253, 0.9556], [-4.7110, -4.4356, -0.0478], [-4.5756, -5.6130, -1.0133], [-3.9251, -5.3954, 1.7551], [-3.1827, -3.8264, 1.3995], [-5.6909, -4.3423, 0.4117], [-4.5045, -3.5063, -0.5730], [-5.1500, -6.4820, -0.6885], [-4.8426, -5.3581, -2.0345], [-5.8301, -1.0878, -2.4552], [-5.6768, -0.2316, -1.6342], [-6.0306, -0.3946, -0.3365], [-5.8248, 0.8322, 0.3946], [-4.7912, 1.6038, -0.4132], [-5.1068, 1.1573, -1.8400], [-6.7795, 1.3573, 0.4603], [-5.4872, 0.5913, 1.3991], [-4.8445, 2.6793, -0.2618], [-3.7892, 1.2764, -0.1356], [-5.8737, 1.7774, -2.3059], [-4.2298, 1.1182, -2.4798], [1.9552, 1.2712, -3.7516], [2.8796, 0.7506, -3.1945], [3.4427, 1.2751, -2.0757], [4.5894, 0.4944, -1.6813], [4.3752, -0.8747, -2.3106], [3.6107, -0.5175, -3.5866], [5.4861, 0.9921, -2.0569], [4.6335, 0.4623, -0.5951], [5.3044, -1.4156, -2.4811], [3.7425, -1.4820, -1.6675], [4.2800, -0.2845, -4.4169], [2.9019, -1.2837, -3.8842], [3.3429, 8.7585, -1.0881], [3.3002, 7.8860, -0.2740], [2.1412, 7.4678, 0.2924], [2.4084, 6.4782, 1.3043], [3.7682, 5.9009, 0.9439], [4.4652, 7.0989, 0.3019], [2.4108, 6.9706, 2.2791], [1.6245, 5.7261, 1.2955], [4.2941, 5.4826, 1.7998], [3.6464, 5.1094, 0.2024], [4.9735, 7.7233, 1.0377], [5.1604, 6.8193, -0.4838]],
  "lowdin_charge": [-0.09, -0.29, -0.69, 0.71, -0.17, -0.34, -0.01, -0.05, 0.07, 0.08, 0.07, 0.10, 0.10, 0.07, 0.10, 0.13, 0.06, 0.06, 0.09, 0.10, -0.49, 0.00, -0.15, -0.14, -0.06, 0.13, 0.11, 0.10, 0.12, 0.14, 0.10, 0.11, -0.49, 0.01, -0.13, -0.15, -0.05, 0.13, 0.13, 0.12, 0.09, 0.13, 0.13, 0.11, -0.49, 0.01, -0.14, -0.14, -0.07, 0.13, 0.12, 0.12, 0.11, 0.13, 0.13, 0.12, -0.49, 0.02, -0.15, -0.15, -0.07, 0.13, 0.12, 0.12, 0.10, 0.13, 0.12, 0.12, -0.48, 0.01, -0.14, -0.14, -0.07, 0.13, 0.12, 0.12, 0.10, 0.13, 0.11, 0.12, -0.49, 0.03, -0.15, -0.15, -0.07, 0.13, 0.11, 0.12, 0.10, 0.13, 0.12]
}